Density functional theory data (wB97M-V/def2-TZVPD) for C67H144As2F21N8O9S3 as an isolated structure at a distorted geometry.

```
254
Properties=species:S:1:pos:R:3:forces:R:3
C -23.985 -5.958 -9.939 2.09 -0.51 -2.51
C -25.266 -5.596 -9.267 0.33 0.30 1.39
C -25.998 -6.867 -8.805 -1.01 1.30 -2.57
N -27.489 -6.659 -8.714 -1.97 0.63 0.56
C -27.801 -5.510 -7.769 2.50 0.27 -2.11
C -28.311 -6.484 -10.025 1.82 0.03 -1.06
C -29.125 -7.751 -10.191 -0.18 1.50 0.69
C -29.501 -8.016 -8.765 -0.13 0.03 0.70
C -28.099 -7.883 -8.157 -1.49 -1.77 0.67
H -24.073 -6.500 -10.921 -0.62 0.15 0.81
H -23.155 -6.523 -9.479 -0.77 0.15 0.75
H -23.488 -5.061 -10.316 -0.03 0.33 0.30
H -25.848 -5.057 -10.020 -0.18 -0.04 0.34
H -25.006 -4.872 -8.437 -0.71 -0.81 -0.71
H -25.756 -7.237 -7.838 0.76 -0.60 0.49
H -25.898 -7.555 -9.671 0.17 -0.30 1.04
H -27.727 -4.560 -8.298 0.37 -0.18 0.05
H -27.109 -5.599 -6.977 0.89 0.18 0.91
H -28.730 -5.564 -7.371 -3.07 -0.65 0.89
H -28.896 -5.577 -9.960 -0.06 0.04 0.24
H -27.560 -6.333 -10.809 -0.29 0.10 0.00
H -30.004 -7.583 -10.755 -0.70 0.32 -0.93
H -28.562 -8.542 -10.616 0.50 -0.85 -0.32
H -30.152 -7.230 -8.346 -0.05 -0.25 -0.34
H -30.008 -8.991 -8.684 0.63 0.32 0.51
H -28.091 -7.912 -7.078 0.29 0.27 0.33
H -27.643 -8.776 -8.540 1.05 -0.15 -0.02
C -22.600 -1.600 -8.371 1.31 0.83 0.87
C -21.432 -1.966 -9.307 0.24 -0.83 -1.26
C -20.097 -1.463 -8.799 0.75 -0.58 1.00
N -18.873 -1.778 -9.639 -0.73 -0.71 -0.72
C -18.569 -3.248 -9.685 0.31 0.75 1.15
C -17.658 -1.076 -9.089 -1.04 2.12 -1.31
C -16.809 -0.763 -10.345 0.27 -0.16 1.24
C -17.678 -0.763 -11.574 -2.17 0.16 0.00
C -19.096 -1.249 -11.124 0.39 -0.30 1.55
H -23.511 -2.140 -8.566 -0.16 -0.39 -0.15
H -22.853 -0.526 -8.452 0.21 -0.47 0.08
H -22.236 -1.784 -7.313 -0.74 0.12 -1.06
H -21.493 -1.557 -10.342 -0.65 0.00 0.79
H -21.401 -3.060 -9.507 -0.01 0.46 0.52
H -19.805 -1.737 -7.771 -0.42 -0.52 -0.29
H -20.113 -0.403 -8.726 -0.14 1.18 -0.28
H -17.677 -3.357 -10.260 0.66 -0.22 -0.39
H -19.345 -3.810 -10.122 -1.02 -0.42 -0.59
H -18.404 -3.607 -8.663 0.01 0.16 -0.22
H -17.098 -1.595 -8.337 -0.14 -0.77 0.29
H -18.085 -0.167 -8.618 0.56 -0.29 -0.31
H -16.091 -1.559 -10.404 0.68 -0.16 -0.20
H -16.292 0.183 -10.197 0.15 -0.13 -0.07
H -17.343 -1.407 -12.365 0.46 -0.15 -0.29
H -17.806 0.247 -11.962 0.13 -0.09 -0.18
H -19.601 -2.070 -11.658 0.62 0.30 0.00
H -19.846 -0.461 -11.013 0.42 0.14 -0.13
C -22.220 -9.814 -7.695 -0.42 -0.42 0.66
C -22.573 -9.765 -9.167 -1.56 0.26 -0.53
C -22.876 -11.206 -9.579 0.89 0.72 0.31
N -23.057 -11.427 -11.055 0.61 1.35 -0.41
C -24.161 -10.573 -11.769 -0.70 -1.60 1.76
C -23.325 -12.859 -11.307 -0.80 -0.65 0.16
C -22.810 -13.137 -12.773 0.27 -1.01 1.15
C -21.858 -11.971 -13.083 1.58 -0.05 0.65
C -21.712 -11.254 -11.724 -0.90 1.01 -1.83
H -21.211 -10.203 -7.528 -0.17 -0.31 -0.12
H -22.976 -10.490 -7.201 0.87 0.76 -0.13
H -22.206 -8.849 -7.189 -0.35 0.08 -0.16
H -21.830 -9.304 -9.792 0.68 0.04 -0.19
H -23.486 -9.169 -9.367 0.28 -0.18 0.41
H -23.758 -11.535 -9.020 0.19 -0.23 -0.37
H -21.933 -11.731 -9.291 -1.04 -0.34 -0.28
H -24.354 -11.126 -12.681 -0.07 0.23 -0.23
H -23.925 -9.541 -11.979 0.60 -0.03 0.21
H -25.053 -10.692 -11.097 0.85 0.26 -0.74
H -24.403 -13.050 -11.069 0.87 0.03 -0.36
H -22.696 -13.369 -10.524 -0.61 0.09 -1.10
H -23.518 -13.257 -13.581 -0.80 0.16 0.24
H -22.370 -14.152 -12.657 0.34 0.78 -0.50
H -22.216 -11.237 -13.823 -0.14 -0.50 0.39
H -20.824 -12.279 -13.401 -1.07 0.11 0.15
H -21.478 -10.213 -11.900 -0.29 0.19 0.17
H -20.952 -11.638 -11.106 0.74 -1.01 0.88
C -34.946 -4.848 -16.258 0.42 0.35 -0.06
C -34.300 -6.213 -16.146 -1.59 -1.04 -0.31
C -34.199 -6.576 -14.718 1.30 0.76 1.06
N -33.674 -7.924 -14.339 -0.51 -0.76 -0.03
C -34.769 -8.929 -14.577 1.34 -1.30 -1.07
C -32.392 -8.301 -15.049 -0.98 -0.11 -1.66
C -31.404 -7.388 -14.442 0.76 2.48 -0.22
C -31.691 -7.501 -12.952 -1.17 -0.22 0.81
C -33.240 -7.860 -12.886 0.27 -0.72 -0.14
H -35.083 -4.565 -17.305 0.61 0.25 0.17
H -34.310 -4.151 -15.662 -0.74 0.00 -0.76
H -35.965 -4.850 -15.905 -0.27 0.00 0.66
H -33.358 -6.212 -16.648 0.54 -0.24 -0.53
H -35.020 -6.990 -16.505 0.83 0.53 -0.74
H -35.166 -6.529 -14.320 -1.60 -0.18 0.70
H -33.676 -5.856 -14.101 0.55 0.28 -0.25
H -34.799 -9.274 -15.638 -0.21 1.10 0.49
H -35.724 -8.611 -14.190 -0.09 0.17 0.08
H -34.418 -9.856 -14.151 -0.15 -0.29 0.74
H -32.166 -9.377 -14.910 -0.32 0.64 0.07
H -32.600 -8.062 -16.113 0.44 -0.64 0.54
H -30.366 -7.622 -14.736 -0.56 0.10 0.27
H -31.634 -6.318 -14.785 0.52 -1.41 0.29
H -31.096 -8.313 -12.585 0.07 -0.76 0.34
H -31.450 -6.664 -12.271 -0.19 -0.02 -0.81
H -33.558 -8.820 -12.441 0.86 0.26 -0.15
H -33.883 -7.142 -12.420 -0.03 0.68 0.40
C -33.744 -15.843 -10.027 -0.69 0.01 -1.35
C -34.164 -16.745 -11.223 0.25 -1.06 1.08
C -35.571 -16.590 -11.678 -2.28 1.13 1.81
N -35.908 -15.448 -12.603 -0.56 1.07 0.85
C -35.190 -15.607 -13.830 1.60 1.22 -1.23
C -35.696 -13.962 -12.079 -0.24 -2.45 0.76
C -36.614 -13.092 -12.883 -0.16 2.07 0.95
C -37.749 -13.951 -13.362 0.07 -2.22 -1.47
C -37.387 -15.465 -12.926 -0.68 2.06 0.59
H -32.752 -16.065 -9.683 0.45 -0.18 0.16
H -34.436 -15.867 -9.175 0.12 -0.10 -0.37
H -33.732 -14.847 -10.481 0.12 0.15 0.70
H -34.012 -17.854 -11.063 -0.09 1.22 0.18
H -33.607 -16.523 -12.106 1.11 0.19 -0.45
H -36.329 -16.466 -10.866 0.88 -0.11 -0.07
H -35.901 -17.477 -12.156 -0.26 -0.72 -0.94
H -35.254 -16.633 -14.099 -0.13 -0.75 -0.79
H -34.125 -15.262 -13.845 -0.96 -0.52 0.57
H -35.664 -14.908 -14.494 -0.09 -0.15 -1.00
H -34.623 -13.821 -12.093 0.05 0.52 -0.19
H -36.047 -14.084 -11.061 0.10 0.41 0.38
H -36.091 -12.599 -13.686 0.23 -0.24 -0.43
H -36.977 -12.215 -12.260 0.37 -1.18 -0.36
H -37.881 -13.845 -14.454 0.41 -0.35 0.35
H -38.743 -13.755 -13.023 -0.41 0.39 0.83
H -37.589 -16.200 -13.705 -0.08 -0.07 0.37
H -37.946 -15.603 -11.967 0.55 -0.50 -0.90
C -22.935 -2.951 -12.378 0.01 1.93 1.22
C -23.114 -3.530 -13.758 -0.83 0.60 0.11
C -24.503 -2.921 -14.202 2.41 -1.42 2.48
N -24.886 -3.309 -15.510 -0.83 1.25 -1.88
C -24.011 -2.580 -16.441 -1.50 -0.04 -2.92
C -24.958 -4.785 -15.724 0.42 -0.50 -0.97
C -26.138 -5.134 -14.869 -0.03 -1.14 1.67
C -27.166 -4.002 -15.109 0.85 -0.18 0.54
C -26.326 -2.874 -15.670 -0.21 0.27 -1.13
H -22.052 -3.198 -11.809 0.39 -0.97 -0.15
H -23.804 -3.151 -11.729 0.30 0.11 -0.19
H -22.795 -1.812 -12.392 -0.67 -1.29 -0.37
H -23.175 -4.639 -13.756 0.18 0.72 0.15
H -22.261 -3.211 -14.354 -0.10 -0.14 -0.37
H -24.569 -1.848 -14.140 0.23 0.32 0.15
H -25.172 -3.368 -13.488 -0.52 0.27 0.10
H -24.202 -1.489 -16.495 0.41 -0.64 0.91
H -24.307 -2.886 -17.470 0.13 -0.07 0.56
H -23.011 -2.912 -16.344 1.01 0.19 0.46
H -25.179 -5.008 -16.797 0.07 0.65 0.66
H -23.978 -5.252 -15.540 -0.52 0.09 0.33
H -26.474 -6.142 -15.081 -0.31 0.01 -0.31
H -25.829 -5.204 -13.784 -0.40 0.26 -1.14
H -27.965 -4.261 -15.757 -0.45 -0.46 -0.90
H -27.655 -3.666 -14.216 -0.02 -0.06 0.71
H -26.424 -2.729 -16.742 -0.35 -0.15 -0.19
H -26.535 -1.910 -15.211 0.46 0.01 0.25
C -26.627 -10.646 -20.851 0.50 -0.62 -0.04
C -25.833 -10.260 -19.595 -0.09 1.90 -0.36
C -24.374 -10.561 -19.697 1.03 0.09 0.92
N -23.442 -10.180 -18.433 -1.45 -1.43 -0.69
C -23.471 -8.731 -18.179 1.26 0.99 0.68
C -22.089 -10.727 -18.738 0.25 1.42 -3.01
C -22.057 -12.058 -18.130 -0.30 -0.72 0.69
C -22.674 -11.785 -16.727 0.72 -1.82 -0.53
C -23.781 -10.874 -17.110 -0.69 1.74 0.92
H -26.224 -10.109 -21.716 -0.20 -0.12 0.02
H -27.659 -10.360 -20.696 -0.16 0.11 -0.10
H -26.623 -11.734 -21.083 0.17 0.64 0.25
H -26.248 -10.696 -18.722 -0.48 -0.56 0.83
H -25.972 -9.156 -19.470 0.10 -0.76 0.06
H -23.843 -9.992 -20.439 -0.19 0.34 -0.61
H -24.241 -11.609 -19.964 0.37 -0.17 0.52
H -23.530 -8.123 -19.084 0.17 -0.34 -0.10
H -22.533 -8.476 -17.589 -1.24 -0.15 -0.66
H -24.319 -8.518 -17.545 -0.28 0.18 0.02
H -21.399 -10.024 -18.305 0.56 0.01 0.25
H -21.951 -10.698 -19.877 -0.03 -0.09 1.65
H -21.098 -12.511 -18.212 1.00 -0.17 0.47
H -22.689 -12.756 -18.689 -0.27 0.16 0.17
H -22.021 -11.382 -15.933 0.01 -0.04 -0.81
H -23.059 -12.754 -16.381 -0.02 0.36 0.27
H -23.931 -10.076 -16.378 0.11 -0.09 -0.05
H -24.733 -11.332 -17.161 -0.93 -0.66 -0.50
C -30.596 -18.889 -13.213 -0.99 0.17 -0.66
C -29.776 -17.673 -12.716 -1.57 -0.15 1.57
C -29.858 -16.535 -13.663 1.72 1.09 -1.19
N -29.291 -15.213 -13.258 2.67 0.08 2.27
C -29.986 -14.583 -12.082 0.65 -1.69 0.43
C -29.258 -14.288 -14.406 1.11 -1.50 -0.65
C -28.511 -13.117 -13.961 1.10 1.09 0.24
C -27.308 -13.674 -13.202 -0.70 -1.56 0.88
C -27.743 -15.202 -12.869 -0.06 0.91 -1.51
H -31.207 -19.468 -12.505 0.68 0.45 0.48
H -29.973 -19.626 -13.724 -0.02 0.24 -0.10
H -31.385 -18.541 -13.912 0.59 -0.15 0.00
H -28.769 -17.989 -12.543 0.70 0.03 0.22
H -30.197 -17.263 -11.758 0.42 -0.86 -0.55
H -30.807 -16.230 -13.980 -1.99 -0.19 -0.23
H -29.311 -16.664 -14.589 0.11 -0.86 -0.30
H -30.232 -15.373 -11.367 0.05 0.10 -0.17
H -30.866 -14.101 -12.386 -1.18 0.81 -0.62
H -29.305 -13.930 -11.580 0.25 0.62 0.15
H -30.243 -14.045 -14.586 -2.11 0.23 -1.20
H -28.720 -14.874 -15.201 -0.80 0.80 0.35
H -29.117 -12.529 -13.292 -0.29 0.38 0.13
H -28.256 -12.469 -14.795 0.13 0.00 0.03
H -27.059 -13.112 -12.287 -0.20 -0.32 -0.33
H -26.438 -13.741 -13.810 0.74 0.09 -0.58
H -27.638 -15.396 -11.823 -0.02 -0.49 0.50
H -27.177 -15.953 -13.510 -0.99 0.87 0.82
As -27.100 -2.450 -11.246 -1.64 -0.62 2.68
F -25.769 -2.427 -10.093 0.37 -0.45 -1.02
F -26.299 -1.414 -12.327 0.48 -0.15 -0.62
F -28.545 -2.478 -12.236 0.88 -0.12 0.16
F -27.888 -3.557 -10.094 -0.05 0.39 -0.52
F -27.705 -1.085 -10.309 0.02 -0.73 -0.97
F -26.522 -4.013 -12.022 -0.07 1.74 0.44
As -27.627 -9.144 -15.371 1.49 0.50 -1.41
F -28.354 -7.634 -15.957 0.17 -0.72 0.64
F -25.989 -8.494 -15.766 -0.97 -0.28 -0.19
F -26.799 -10.676 -15.057 -0.65 0.58 0.43
F -29.170 -9.736 -14.779 0.67 0.03 -0.71
F -27.777 -9.721 -17.047 -0.32 0.15 1.09
F -27.350 -8.456 -13.806 -0.22 -0.29 0.08
C -20.007 -8.330 -14.596 2.57 -1.51 -1.64
F -19.031 -7.407 -14.393 -1.02 -1.15 -0.09
F -20.022 -8.598 -15.969 -0.07 0.39 1.83
F -19.629 -9.530 -14.007 -0.37 1.80 -0.58
S -21.611 -7.778 -14.015 -3.92 -1.17 1.04
O -21.382 -6.652 -13.187 1.09 1.76 0.56
O -22.431 -7.571 -15.178 0.51 0.69 -1.36
O -22.185 -8.883 -13.255 0.98 -0.41 -0.10
C -27.509 -12.488 -7.824 0.66 -0.56 2.57
F -27.772 -11.712 -6.722 0.07 -0.44 -1.13
F -26.465 -13.291 -7.466 -0.80 0.46 -0.43
F -28.575 -13.257 -8.035 0.24 0.25 -0.28
S -27.025 -11.479 -9.226 1.10 -0.91 -3.09
O -28.196 -10.742 -9.582 -1.21 0.44 0.18
O -25.900 -10.677 -8.847 0.61 0.80 1.31
O -26.603 -12.454 -10.246 -0.68 -0.09 0.77
C -32.150 -12.336 -16.394 -0.37 0.85 -1.91
F -32.448 -11.006 -16.522 0.13 -0.51 0.61
F -32.662 -12.907 -17.485 -0.74 -0.47 0.30
F -30.853 -12.471 -16.535 1.17 0.01 0.76
S -32.813 -12.991 -14.833 -0.71 -0.33 1.80
O -34.219 -12.636 -14.892 0.26 0.51 -0.13
O -32.627 -14.429 -14.817 0.72 -0.24 -0.72
O -32.027 -12.346 -13.789 -0.20 0.35 -0.67
```
Forces are in eV/Å.

LUMO energy = -4.12 eV
Gap between HOMO and LUMO = 9.53 eV
Largest force on an atom = 4.2 eV/Å
E_tot = -11517.1210 Eh
HOMO energy = -13.64 eV
Total charge = +3

Here are the Löwdin charges for atoms 1 to 8, given in e: -0.115, -0.229, -0.087, -0.221, 0.046, -0.052, -0.155, -0.139